One molecule with the formula C4H9NO2, computed with ωB97M-V/def2-TZVPD.

Last columns: bonded neighbours and bond lengths (Å).
Positions of all 16 atoms, in Å:
1 C -2.42348 0.72520 0.85092  C2 1.526, H8 1.096, H9 1.095, H10 1.095
2 C -1.64334 -0.45876 0.28629  C1 1.526, N3 1.450, H11 1.093, H12 1.097
3 N -0.50212 -0.04214 -0.50463  C2 1.450, C4 1.358, H13 1.008
4 C 0.76893 -0.38958 -0.17472  N3 1.358, O5 1.215, O6 1.354
5 O 1.09040 -1.14801 0.71838  C4 1.215
6 O 1.64934 0.23651 -0.99074  C4 1.354, C7 1.425
7 C 3.01512 -0.06178 -0.71601  O6 1.425, H14 1.091, H15 1.093, H16 1.094
8 H -2.85940 1.33497 0.05064  C1 1.096
9 H -3.24523 0.37809 1.48669  C1 1.095
10 H -1.77163 1.36740 1.45170  C1 1.095
11 H -1.23792 -1.07607 1.09176  C2 1.093
12 H -2.30150 -1.09505 -0.31869  C2 1.097
13 H -0.62206 0.61384 -1.26089  N3 1.008
14 H 3.59788 0.63801 -1.31638  C7 1.091
15 H 3.23365 0.06868 0.34664  C7 1.093
16 H 3.25136 -1.09130 -1.00095  C7 1.094

Its multiplicity is 1. The calculated total energy comes out at -363.0694 Eh. The value obtained for the energy above the lowest of the compared OMol25 structures with the same formula, charge and spin is 10.2 kcal per mole.